DFT (wB97M-V/def2-TZVPD) results for a molecular structure, C31H46P2Ru in a non-equilibrium geometry.

Output
- E (a.u.) = -1985.93560
- multiplicity = 6
- energy relative to the best compared isomer or geometry (same formula, charge and spin) (eV) = 0.000
- net charge = +1
- largest force on an atom (eV Å⁻¹) = 3.3

Each line ends with the Löwdin charge.
Element x y z (Å)
Ru: 0.140 -0.421 1.058  1.367
C: -2.304 -1.280 2.911  -0.193
C: -1.939 -2.324 2.028  -0.208
C: 0.019 -1.419 2.948  -0.386
C: -1.135 -0.712 3.473  -0.208
C: -0.495 -2.404 1.987  -0.318
C: -3.699 -0.913 3.276  -0.016
H: -4.378 -0.967 2.407  0.087
H: -3.739 0.112 3.678  0.081
H: -4.087 -1.596 4.053  0.110
C: -1.046 0.291 4.544  -0.009
H: -1.947 0.915 4.593  0.085
H: -0.182 0.945 4.369  0.065
H: -0.905 -0.189 5.526  0.110
C: 1.283 -1.594 3.714  -0.027
H: 1.091 -1.979 4.724  0.108
H: 1.771 -0.624 3.802  0.051
H: 1.959 -2.279 3.200  0.081
C: 0.275 -3.615 1.599  -0.045
H: 0.185 -4.405 2.363  0.110
H: 1.333 -3.357 1.498  0.079
H: -0.084 -4.015 0.647  0.075
C: -2.852 -3.304 1.391  -0.025
H: -3.011 -4.193 2.029  0.107
H: -2.437 -3.658 0.436  0.086
H: -3.839 -2.861 1.196  0.079
C: -0.849 1.358 0.270  -0.267
C: -2.100 0.714 0.281  -0.097
C: -2.645 -0.235 -0.712  -0.169
C: -1.580 -0.929 -1.631  -0.201
C: -0.268 -1.283 -0.997  -0.207
C: 0.933 -0.539 -0.944  -0.260
C: 1.143 0.895 -1.316  -0.212
C: -0.057 1.814 -0.964  -0.169
H: -3.429 0.283 -1.299  0.132
H: -1.459 -0.326 -2.542  -0.017
H: -3.189 -1.050 -0.210  0.093
H: -0.721 1.966 -1.825  0.064
H: -0.700 2.012 1.142  0.095
H: -2.799 1.032 1.060  0.115
H: 0.328 2.814 -0.722  0.121
H: 2.011 1.296 -0.773  0.108
H: 1.839 -1.174 -1.020  0.125
H: 1.435 0.961 -2.376  0.091
H: -2.007 -1.878 -1.985  0.117
H: -0.086 -2.371 -0.963  0.098
P: -0.893 0.940 -4.277  0.829
C: -0.946 2.740 -4.651  -0.294
C: -2.083 0.398 -5.572  -0.278
P: 1.446 -1.003 -4.939  0.807
C: 0.634 0.629 -5.261  -0.613
C: 0.823 -1.845 -6.467  -0.322
C: 2.999 -0.501 -5.810  -0.328
H: -0.062 3.224 -4.218  0.040
H: -1.863 3.170 -4.232  0.042
H: -0.937 2.850 -5.740  0.041
H: -1.898 1.011 -6.457  0.039
H: -3.097 0.573 -5.206  0.039
H: -1.941 -0.661 -5.814  0.029
H: 2.757 -0.172 -6.825  0.040
H: 3.649 -1.380 -5.868  0.038
H: 3.500 0.306 -5.273  0.033
H: 1.363 1.437 -5.080  0.049
H: 0.327 0.670 -6.321  0.049
H: 1.395 -2.772 -6.566  0.038
H: 1.035 -1.210 -7.331  0.036
H: -0.245 -2.060 -6.411  0.020
C: 1.185 0.883 1.997  -0.144
C: 1.750 1.569 2.879  -0.057
C: 2.429 2.210 3.958  -0.248
C: 1.835 3.282 4.687  -0.027
C: 2.506 3.831 5.776  -0.074
C: 3.764 3.350 6.152  -0.062
C: 4.368 2.300 5.437  -0.063
C: 3.712 1.745 4.342  -0.030
H: 0.859 3.656 4.370  0.117
H: 2.046 4.652 6.329  0.112
H: 4.288 3.797 6.989  0.107
H: 5.345 1.927 5.717  0.107
H: 4.171 0.942 3.758  0.121

Cartesian forces (eV/Å) of the 2 atoms listed first:
Ru -1.0 0.4 1.1
C 0.1 0.1 -0.1